Record 1
ORCA calculation (ωB97M-V/def2-TZVPD) on the molecule C4H7NO.

```
13
Properties=species:S:1:pos:R:3:mulliken_charge:R:1
C 1.2820 -1.1553 -0.2777 -1.26
C 0.5903 0.1823 -0.3414 0.18
C -0.7366 0.3647 -1.0424 -0.48
N -0.6374 0.2897 0.3726 -0.08
C -1.1740 0.8438 1.4909 0.07
O -2.3200 1.2107 1.6132 -0.54
H 1.9707 -1.1826 0.5739 0.31
H 1.8446 -1.3647 -1.1918 0.32
H 0.5294 -1.9364 -0.1276 0.33
H 1.2348 1.0646 -0.3558 0.37
H -0.9400 1.3331 -1.4987 0.27
H -1.2008 -0.4849 -1.5388 0.22
H -0.4430 0.8349 2.3235 0.31
```

2S+1 = 1
Energy relative to the best compared isomer or geometry (same formula, charge and spin) = 42.0 kcal/mol
Highest occupied orbital energy = -9.71 eV
Calculated total energy = -7797.8236 eV
Kohn-Sham gap = 10.59 eV
Lowest unoccupied orbital energy = 0.0327 Eh
Structure (SMILES) = C[C@H]1CN1C=O

Record 2
ORCA calculation (ωB97M-V/def2-TZVPD) on a cluster of 5 separate species, C21H17Br3F32O4 in total at a distorted geometry.

```
77
Properties=species:S:1:pos:R:3:mulliken_spin:R:1
C 1.1580 -2.3419 0.2808 0.00
C -0.0109 -2.8480 -0.5950 0.00
C -1.3605 -2.1572 -0.3489 0.00
F -1.2988 -0.8679 -0.6100 0.00
F -2.2793 -2.7158 -1.1266 0.00
F 0.3801 -2.6126 -1.8131 0.00
F -0.0559 -4.0702 -0.3965 0.00
O 1.0179 -2.5871 1.6906 0.00
C 2.2365 -2.5458 2.4655 0.00
C 1.8849 -2.6148 4.0720 0.00
F 2.8581 -2.2326 4.9386 0.00
F 0.7968 -1.7520 4.2979 0.00
F 2.9579 -3.5394 1.9591 0.00
F 2.8383 -1.3920 2.2274 0.00
H 1.3727 -1.3028 0.0312 0.00
H 2.0598 -2.8340 -0.0835 0.00
H -1.5422 -2.3774 0.7030 0.00
H 1.5259 -3.6162 4.3094 0.00
C -5.5117 -0.4577 -4.7498 0.00
C -4.8065 0.2917 -5.9125 0.00
C -5.2501 1.7903 -5.9150 0.00
F -4.8805 2.6309 -6.9202 0.00
F -6.5739 1.8758 -5.9862 0.00
F -3.5059 0.1108 -5.6955 0.01
F -5.0509 -0.1530 -7.1463 0.00
O -5.6548 0.3019 -3.4983 0.00
C -5.1674 -0.3502 -2.2898 0.00
C -5.2394 0.4465 -1.0243 0.00
F -4.7161 -0.0671 0.0974 0.00
F -5.0825 1.7956 -0.9781 0.00
F -5.8594 -1.4254 -2.2070 0.00
F -3.8626 -0.7045 -2.4494 0.00
H -4.9547 -1.3617 -4.5032 0.00
H -6.5594 -0.5803 -5.0241 0.00
H -4.8936 2.2442 -4.9903 0.00
H -6.3232 0.4932 -0.9175 0.00
C 4.1432 -0.8113 -5.2917 0.00
C 2.9359 -1.8117 -4.8581 0.00
C 3.0498 -2.5496 -3.4806 0.00
F 4.1676 -3.3329 -3.6334 0.00
F 3.2219 -1.8239 -2.3192 0.00
F 1.8438 -0.9509 -4.7113 0.01
F 2.6232 -2.6594 -5.9885 0.00
O 4.5826 0.0958 -4.2412 0.00
C 5.6036 1.0923 -4.4687 0.00
C 5.0495 2.2346 -5.3868 0.00
F 6.1366 2.9795 -5.7278 0.00
F 4.4652 1.8033 -6.5104 0.00
F 5.8858 1.4021 -3.2442 0.00
F 6.6071 0.3685 -4.9601 0.00
H 3.6394 -0.2464 -6.0761 0.00
H 5.0395 -1.2420 -5.7380 0.00
H 2.2070 -3.2378 -3.5449 0.00
H 4.3025 2.8851 -4.9318 0.00
C 1.1519 2.4907 8.0016 0.00
C 0.1076 3.5682 7.8478 0.00
C -0.7282 3.7159 9.1074 0.00
F 0.0578 3.6262 10.2124 0.00
F -1.5424 4.7818 9.2738 0.00
F 0.8481 4.7833 7.7954 0.00
F -0.5754 3.2704 6.7220 0.00
O 0.7161 1.3579 8.7700 0.00
C 0.9639 -0.0823 8.3453 0.00
C -0.0893 -0.3953 7.2508 0.00
F -0.0946 -1.6949 6.8531 0.00
F -1.3452 -0.0277 7.3782 0.00
F 2.1870 -0.1784 7.8281 0.00
F 0.7782 -0.9679 9.3083 0.00
H 1.9571 2.8467 8.6442 0.00
H 1.6662 2.2826 7.0634 0.00
H -1.4198 2.8787 9.2016 0.00
H 0.1244 0.2691 6.4136 0.00
C -0.2191 2.0978 -2.4679 -0.07
Br 1.8572 2.1004 -2.4389 0.12
Br -1.0628 0.7711 -3.7846 0.74
Br -0.9705 3.9980 -2.6525 0.18
H -0.5192 1.8398 -1.4523 0.00
```

2S+1 = 2
Highest occupied orbital energy (spin up / spin down) = -12.81 / -12.81 eV
Calculated total energy = -327313.0654 eV
Kohn-Sham gap (spin up / spin down) = 6.67 / 2.52 eV
Lowest unoccupied orbital energy (spin up / spin down) = -0.2257 / -0.3780 Eh
Net charge = +1

Record 3
ORCA calculation (ωB97M-V/def2-TZVPD) on a structure of composition C26H30N3RuSiTe at a distorted geometry.

```
62
Properties=species:S:1:pos:R:3:mulliken_spin:R:1
Ru 0.0944 -0.3712 -0.4866 1.13
C -0.1563 -4.2621 -1.8839 0.00
C -1.0574 -3.8279 -0.7669 0.00
C -2.1081 -4.6442 -0.3671 0.00
C -2.9895 -4.1935 0.6111 0.00
C -2.8294 -2.9347 1.1376 0.00
C -1.7590 -2.1425 0.6777 -0.02
N -0.8694 -2.6312 -0.2233 0.01
N -1.5312 -0.8723 1.0138 0.02
Si -2.6585 0.3008 1.5890 -0.01
C -1.7537 1.9530 1.3025 0.01
C -4.2653 0.3311 0.5480 0.00
C -3.0563 0.1704 3.4518 0.00
H -0.6384 -4.0280 -2.8347 0.00
H 0.0173 -5.3364 -1.8453 0.00
H 0.7937 -3.7371 -1.8495 0.00
H -2.2318 -5.6128 -0.8257 0.00
H -3.8143 -4.8185 0.9259 0.00
H -3.5012 -2.5244 1.8741 0.00
H -1.1814 1.9170 0.3667 0.00
H -1.0520 2.1463 2.1078 0.00
H -2.4420 2.7908 1.2490 0.00
H -4.0453 0.4640 -0.5078 0.00
H -4.9017 1.1554 0.8507 0.00
H -4.8442 -0.5809 0.6402 0.00
H -2.1430 0.0938 4.0322 0.00
H -3.6810 -0.6810 3.6985 0.00
H -3.5767 1.0673 3.7715 0.00
C 2.7391 -3.5335 2.1128 0.00
C 3.3941 -3.2775 0.7534 0.01
C 2.5667 -2.4586 -0.0880 0.03
N 1.8836 -1.8275 -0.7689 0.00
H 3.4234 -4.0925 2.7477 0.00
H 1.8222 -4.1035 1.9875 0.00
H 2.4928 -2.5908 2.5945 0.00
H 3.5732 -4.2255 0.2363 0.00
H 4.3517 -2.7664 0.8852 0.00
Te -1.3221 -0.4139 -2.6648 -0.15
C -0.8595 1.0947 -4.1093 0.00
C -1.0435 0.8860 -5.4702 0.00
C -0.6741 1.8658 -6.3743 0.00
C -0.1398 3.0635 -5.9273 0.00
C 0.0103 3.2871 -4.5681 0.00
C -0.3415 2.3035 -3.6636 0.00
H -1.4596 -0.0476 -5.8219 0.00
H -0.8023 1.6955 -7.4342 0.00
H 0.1529 3.8227 -6.6379 0.00
H 0.4099 4.2260 -4.2129 0.00
H -0.2071 2.4542 -2.5955 0.00
C 1.4733 0.8754 0.4447 0.03
C 2.1127 1.6796 1.1173 -0.07
C 2.7840 2.6906 1.8459 -0.01
C 2.0911 3.4118 2.8263 0.01
C 2.7139 4.4362 3.5120 0.00
C 4.0353 4.7575 3.2416 0.01
C 4.7264 4.0537 2.2679 0.00
C 4.1143 3.0280 1.5751 0.01
H 1.0618 3.1582 3.0310 0.00
H 2.1704 4.9995 4.2559 0.00
H 4.5252 5.5525 3.7872 0.00
H 5.7485 4.3232 2.0432 0.00
H 4.6543 2.4816 0.8140 0.00
```

2S+1 = 2
Energy relative to the best compared isomer or geometry (same formula, charge and spin) = 57.9 kcal/mol
Highest occupied orbital energy (spin up / spin down) = -7.18 / -7.30 eV
Calculated total energy = -49669.3443 eV
Kohn-Sham gap (spin up / spin down) = 5.54 / 6.33 eV
Lowest unoccupied orbital energy (spin up / spin down) = -0.0602 / -0.0355 Eh

Record 4
ORCA calculation (ωB97M-V/def2-TZVPD) on the molecule C3H5NOS at a distorted geometry.

```
11
Properties=species:S:1:pos:R:3:mulliken_charge:R:1
O 1.1740 -1.2543 0.7089 -0.42
C -0.1042 -0.9443 0.8747 0.11
S -1.0813 -1.6794 1.9573 -0.32
C -0.5579 0.1055 -0.1048 0.01
C 0.2666 1.2950 -0.4648 -0.38
N 0.0958 0.2033 -1.4120 -0.53
H 1.3731 -2.0304 1.2690 0.35
H -1.6214 0.2187 -0.0871 0.44
H -0.2067 2.2535 -0.6357 0.28
H 1.2773 1.3557 -0.0117 0.21
H -0.6152 0.4766 -2.0937 0.25
```

2S+1 = 1
Energy relative to the best compared isomer or geometry (same formula, charge and spin) = 39.3 kcal/mol
Highest occupied orbital energy = -9.02 eV
Calculated total energy = -17563.5613 eV
Kohn-Sham gap = 9.41 eV
Lowest unoccupied orbital energy = 0.0143 Eh
Structure (SMILES) = OC(=S)[C@H]1CN1

Record 5
ORCA calculation (ωB97M-V/def2-TZVPD) on the molecule C8H10N2 at a distorted geometry.

```
20
Properties=species:S:1:pos:R:3:mulliken_charge:R:1
C 0.0356 -0.1235 -2.1435 -0.71
C -1.5237 -0.1108 0.9294 -0.52
C 1.1471 0.4949 -1.5605 -0.19
C -0.2746 -0.5497 1.1859 0.31
C -1.9995 -0.5482 -0.3863 -0.66
C 0.8225 0.1598 1.9158 -0.63
C 1.5561 1.0173 0.8286 -0.49
C -0.6215 -1.0306 -1.0444 0.23
N 1.6327 0.1806 -0.3721 -0.28
N 0.2823 -1.1745 0.0582 -0.55
H -0.1988 -0.2532 -3.2653 0.30
H -2.1451 0.4108 1.6631 0.41
H 1.6872 1.2092 -2.1623 0.43
H -2.7655 -1.3107 -0.2522 0.32
H -2.4912 0.2287 -1.0623 0.31
H 0.5599 0.7204 2.8391 0.41
H 1.3791 -0.6968 2.4036 0.28
H 1.0608 1.9640 0.7278 0.30
H 2.5949 1.3826 1.2278 0.30
H -0.7383 -1.9703 -1.5303 0.42
```

2S+1 = 1
Energy relative to the best compared isomer or geometry (same formula, charge and spin) = 95.4 kcal/mol
Highest occupied orbital energy = -7.97 eV
Calculated total energy = -11433.6148 eV
Kohn-Sham gap = 8.15 eV
Lowest unoccupied orbital energy = 0.0063 Eh

Record 6
ORCA calculation (ωB97M-V/def2-TZVPD) on the molecule C4H5NO at a distorted geometry.

```
11
Properties=species:S:1:pos:R:3:mulliken_charge:R:1
C 1.2346 0.1921 0.4534 -1.07
C 0.1063 0.3749 -0.7620 -0.41
C -0.6896 -0.7411 -0.1619 0.53
O -0.4917 -1.9345 -0.2963 -0.52
C -1.9603 -0.2006 0.3461 0.19
N -2.9724 0.2289 0.6725 -0.34
H 0.8798 0.7078 1.3428 0.33
H 2.1241 0.7019 0.0924 0.34
H 1.6056 -0.7936 0.7201 0.33
H -0.3233 1.3700 -0.6620 0.30
H 0.4868 0.0942 -1.7451 0.31
```

2S+1 = 1
Energy relative to the best compared isomer or geometry (same formula, charge and spin) = 37.6 kcal/mol
Highest occupied orbital energy = -10.88 eV
Calculated total energy = -7764.8971 eV
Kohn-Sham gap = 10.61 eV
Lowest unoccupied orbital energy = -0.0099 Eh
Structure (SMILES) = CCC(=O)C#N